# 1
{"formula": "C3H5N3", "method": "wB97M-V/def2-TZVPD", "symbols": ["C", "N", "C", "N", "N", "C", "H", "H", "H", "H", "H"], "positions_angstrom": [[-1.56, -0.31, -0.14], [-0.14, 0.11, -0.05], [1.41, 1.62, 0.09], [2.34, 0.85, 0.15], [2.11, -0.61, 0.10], [0.79, -0.80, 0.00], [-1.72, -1.14, -0.85], [-2.19, 0.51, -0.48], [-1.97, -0.65, 0.83], [0.85, 2.53, 0.06], [0.63, -1.88, -0.04]], "lowdin_charge": [-0.118, -0.056, 0.099, 0.002, 0.001, -0.357, 0.075, 0.065, 0.073, 0.086, 0.128], "total_energy_ha": -281.44465, "lumo_energy_ev": 0.39, "homo_lumo_gap_ev": 9.16, "spin_multiplicity": 1}

# 2
{"formula": "C3H5N3O", "method": "wB97M-V/def2-TZVPD", "symbols": ["C", "C", "C", "H", "H", "H", "H", "H", "N", "N", "N", "O"], "positions_angstrom": [[-0.42, 0.94, 0.66], [1.56, 0.25, 0.23], [0.51, -0.52, -0.41], [-2.15, -1.63, -0.42], [-1.76, -0.18, -1.19], [-1.17, 1.48, 1.35], [2.09, 0.87, -0.41], [2.20, -0.40, 0.83], [-1.99, -0.57, -0.35], [-0.64, -0.28, 0.12], [0.78, 1.32, 0.91], [0.98, -1.26, -1.32]], "lowdin_charge": [-0.205, -0.110, -0.491, 0.144, 0.044, 0.162, 0.106, 0.150, 0.147, -0.063, 0.081, 0.034], "total_energy_ha": -356.71395, "lumo_energy_ev": 0.64, "homo_lumo_gap_ev": 10.17, "spin_multiplicity": 1}

# 3
{"formula": "C3H5N3O", "method": "wB97M-V/def2-TZVPD", "symbols": ["N", "C", "N", "C", "O", "C", "N", "H", "H", "H", "H", "H"], "positions_angstrom": [[1.02, -0.05, 1.60], [-0.20, 0.23, 1.14], [-0.39, 1.25, 0.23], [-0.41, 0.53, -0.87], [-0.45, 1.05, -2.10], [-0.25, -0.88, -0.61], [-0.79, -0.96, 0.72], [1.58, 0.80, 1.67], [1.16, -0.61, 0.30], [-0.33, 2.01, -2.00], [-0.52, -1.64, -1.35], [-0.41, -1.73, 1.27]], "lowdin_charge": [0.086, -0.505, 0.160, -0.450, 0.101, -0.077, 0.032, 0.073, 0.222, 0.125, 0.107, 0.124], "total_energy_ha": -356.69577, "lumo_energy_ev": 0.35, "homo_lumo_gap_ev": 9.31, "spin_multiplicity": 1}

# 4
{"formula": "C3H5N3O", "method": "wB97M-V/def2-TZVPD", "symbols": ["O", "C", "C", "N", "N", "C", "N", "H", "H", "H", "H", "H"], "positions_angstrom": [[-2.36, 0.91, -0.46], [-1.69, 0.14, 0.39], [-0.35, 0.30, 0.62], [0.40, 1.05, -0.27], [1.29, 0.10, -0.56], [1.47, -0.72, 0.60], [0.42, -0.66, 1.31], [-1.69, 1.45, -0.93], [0.37, -1.04, -1.23], [-2.30, -0.57, 0.94], [2.10, 0.42, -1.11], [2.33, -1.38, 0.69]], "lowdin_charge": [0.025, -0.122, -0.406, -0.003, -0.106, -0.203, 0.127, 0.103, 0.190, 0.123, 0.151, 0.120], "total_energy_ha": -356.63029, "lumo_energy_ev": [-0.02, -0.25], "homo_lumo_gap_ev": [7.67, 7.61], "spin_multiplicity": 1}

# 5
{"formula": "C3H5N3O", "method": "wB97M-V/def2-TZVPD", "symbols": ["N", "C", "N", "C", "O", "C", "N", "H", "H", "H", "H", "H"], "positions_angstrom": [[-1.78, -0.84, 0.97], [-0.66, -1.57, 1.12], [0.33, -2.15, 1.27], [1.60, 0.53, 0.03], [1.87, -0.54, -0.67], [0.71, 1.43, -0.73], [-0.56, 1.36, -0.62], [-2.59, -1.37, 0.66], [-1.59, 0.01, 0.43], [2.37, -1.15, -0.10], [1.23, 2.24, -1.25], [-1.01, 2.13, -1.10]], "lowdin_charge": [0.085, -0.386, 0.116, -0.069, 0.021, -0.249, 0.069, 0.097, 0.042, 0.104, 0.112, 0.059], "total_energy_ha": -356.69978, "lumo_energy_ev": 0.33, "homo_lumo_gap_ev": 9.38, "spin_multiplicity": 1}

# 6
{"formula": "C3H5N3O", "method": "wB97M-V/def2-TZVPD", "symbols": ["C", "N", "C", "N", "C", "O", "N", "H", "H", "H", "H", "H"], "positions_angstrom": [[-1.84, 0.26, -0.04], [-0.97, -0.87, -0.19], [0.35, -0.46, -0.04], [0.78, 0.92, -0.05], [2.02, 0.77, 0.03], [2.46, -0.56, -0.08], [1.39, -1.34, -0.03], [-2.01, 0.38, 1.04], [-3.00, 0.19, -0.41], [-1.22, 1.24, -0.45], [-1.02, -1.86, 0.37], [3.05, 1.34, -0.15]], "lowdin_charge": [-0.169, -0.069, -0.374, 0.131, -0.191, -0.086, 0.064, 0.061, 0.115, 0.125, 0.212, 0.182], "smiles": "CNc1ncon1", "total_energy_ha": -356.70618, "lumo_energy_ev": 0.90, "homo_lumo_gap_ev": 9.59, "spin_multiplicity": 1}

# 7
{"formula": "C3H5N3O", "method": "wB97M-V/def2-TZVPD", "symbols": ["C", "N", "C", "N", "C", "O", "N", "H", "H", "H", "H", "H"], "positions_angstrom": [[1.65, -0.02, 0.55], [0.32, 0.25, -0.07], [-0.13, -0.42, -1.20], [-1.41, -0.66, -1.32], [-1.96, 0.03, -0.20], [-3.10, 0.33, -0.08], [-0.94, 0.35, 0.66], [2.44, -0.19, -0.24], [1.93, 0.85, 1.12], [1.65, -0.86, 1.35], [0.55, -0.85, -1.84], [-1.00, 1.19, 1.28]], "lowdin_charge": [-0.046, -0.127, -0.145, 0.159, -0.604, 0.091, 0.125, 0.106, 0.058, 0.114, 0.098, 0.173], "smiles": "Cn1cnc(=O)[nH]1", "total_energy_ha": -356.78483, "lumo_energy_ev": 0.52, "homo_lumo_gap_ev": 9.77, "spin_multiplicity": 1}

# 8
{"formula": "C3H5N3O", "method": "wB97M-V/def2-TZVPD", "symbols": ["O", "C", "C", "N", "C", "N", "N", "H", "H", "H", "H", "H"], "positions_angstrom": [[-2.49, -0.52, -0.13], [-1.57, 0.57, 0.03], [-0.16, 0.12, -0.15], [0.64, 1.11, -0.09], [1.87, 0.43, 0.00], [1.64, -0.84, 0.06], [0.37, -1.01, -0.17], [-1.97, -1.40, 0.49], [-1.65, 1.13, 1.04], [-1.63, 1.23, -0.78], [2.81, 0.85, -0.22], [2.14, -1.66, -0.08]], "lowdin_charge": [-0.150, -0.216, -0.514, 0.147, -0.100, 0.035, 0.089, 0.220, 0.147, 0.092, 0.109, 0.142], "smiles": "OCc1nc[nH]n1", "total_energy_ha": -356.73025, "lumo_energy_ev": 0.77, "homo_lumo_gap_ev": 10.87, "spin_multiplicity": 1}

# 9
{"formula": "C3H5N3O", "method": "wB97M-V/def2-TZVPD", "symbols": ["N", "C", "C", "N", "C", "O", "N", "H", "H", "H", "H", "H"], "positions_angstrom": [[1.32, 1.16, 1.43], [0.20, 0.38, 1.41], [-0.39, -0.10, -0.11], [0.36, -0.65, -1.09], [-0.52, -0.95, -2.04], [-1.73, -1.04, -1.63], [-1.75, -0.20, -0.51], [2.04, 0.77, 0.95], [1.16, 2.10, 0.96], [0.37, -0.69, 1.75], [-0.61, 0.59, 1.96], [-0.45, -1.38, -3.07]], "lowdin_charge": [0.015, -0.219, -0.226, 0.101, -0.234, -0.019, 0.083, 0.030, 0.128, 0.135, 0.058, 0.148], "smiles": "NCc1ncon1", "total_energy_ha": -356.70513, "lumo_energy_ev": 0.75, "homo_lumo_gap_ev": 10.60, "spin_multiplicity": 1}

# 10
{"formula": "C3H5N3O", "method": "wB97M-V/def2-TZVPD", "symbols": ["C", "C", "N", "N", "C", "N", "O", "H", "H", "H", "H", "H"], "positions_angstrom": [[-0.73, -0.33, 2.04], [0.04, -0.23, 0.78], [1.24, -0.67, 0.63], [1.56, -0.39, -0.70], [0.52, 0.13, -1.24], [0.22, 0.48, -2.52], [-0.52, 0.25, -0.35], [-1.63, -0.92, 1.90], [-0.16, -0.78, 2.81], [-1.07, 0.68, 2.34], [-0.55, 1.14, -2.60], [1.08, 0.63, -3.08]], "lowdin_charge": [-0.004, -0.437, 0.091, 0.068, -0.477, 0.149, 0.124, 0.082, 0.072, 0.096, 0.112, 0.124], "smiles": "Cc1nnc(N)o1", "total_energy_ha": -356.81291, "lumo_energy_ev": 0.74, "homo_lumo_gap_ev": 9.61, "spin_multiplicity": 1}

# 11
{"formula": "C3H5N3O", "method": "wB97M-V/def2-TZVPD", "symbols": ["N", "C", "N", "C", "O", "C", "N", "H", "H", "H", "H", "H"], "positions_angstrom": [[-1.64, -0.88, 0.93], [-0.54, -1.59, 1.22], [0.44, -2.15, 1.49], [1.59, 0.55, -0.05], [1.61, -0.60, -0.65], [0.72, 1.49, -0.79], [-0.55, 1.37, -0.71], [-2.43, -1.43, 0.63], [-1.44, -0.05, 0.35], [2.04, -1.25, -0.06], [1.23, 2.36, -1.23], [-1.02, 2.18, -1.12]], "lowdin_charge": [0.093, -0.383, 0.116, -0.066, 0.016, -0.249, 0.072, 0.098, 0.043, 0.092, 0.108, 0.060], "total_energy_ha": -356.70146, "lumo_energy_ev": 0.19, "homo_lumo_gap_ev": 9.28, "spin_multiplicity": 1}

# 12
{"formula": "C3H5N3O", "method": "wB97M-V/def2-TZVPD", "symbols": ["O", "C", "C", "N", "N", "C", "N", "H", "H", "H", "H", "H"], "positions_angstrom": [[2.08, 0.98, -0.37], [1.30, 0.80, -1.52], [-0.15, -0.57, -0.27], [-0.37, -1.25, 0.74], [-1.45, -0.83, 1.55], [-2.40, -0.07, 1.11], [0.14, -0.06, -1.33], [2.48, 0.13, -0.14], [1.86, 0.34, -2.34], [0.97, 1.79, -1.83], [-1.36, -1.28, 2.46], [-3.11, 0.03, 1.94]], "lowdin_charge": [-0.036, -0.280, -0.232, 0.072, -0.161, 0.012, 0.144, 0.097, 0.122, 0.126, 0.131, 0.004], "total_energy_ha": -356.67228, "lumo_energy_ev": 0.75, "homo_lumo_gap_ev": 9.68, "spin_multiplicity": 1}

# 13
{"formula": "C3H5N3O", "method": "wB97M-V/def2-TZVPD", "symbols": ["O", "C", "C", "N", "N", "C", "N", "H", "H", "H", "H", "H"], "positions_angstrom": [[-2.74, 0.81, -0.10], [-1.70, -0.06, 0.20], [-0.18, 0.31, -0.02], [0.43, 1.29, -0.57], [2.34, 0.43, -0.31], [1.83, -0.62, 0.27], [0.55, -0.78, 0.49], [-2.77, 0.98, -1.04], [-1.78, -1.02, -0.33], [-1.76, -0.28, 1.26], [3.37, 0.41, -0.48], [2.41, -1.47, 0.62]], "lowdin_charge": [-0.036, -0.195, -0.409, 0.282, 0.110, -0.362, 0.046, 0.098, 0.125, 0.125, 0.093, 0.123], "total_energy_ha": -356.69345, "lumo_energy_ev": -1.35, "homo_lumo_gap_ev": 8.13, "spin_multiplicity": 1}

# 14
{"formula": "C3H5N3O", "method": "wB97M-V/def2-TZVPD", "symbols": ["O", "C", "C", "N", "C", "N", "N", "H", "H", "H", "H", "H"], "positions_angstrom": [[-1.44, 1.18, 0.21], [-1.74, -0.17, -0.15], [-0.34, -0.67, -0.39], [0.44, -0.69, 0.74], [1.52, -0.07, 0.35], [1.44, 0.22, -0.96], [0.26, -0.16, -1.46], [-0.53, 1.16, 0.58], [-2.36, -0.17, -1.05], [-2.26, -0.69, 0.66], [2.34, 0.23, 0.99], [2.04, 0.81, -1.53]], "lowdin_charge": [-0.077, -0.183, -0.361, 0.101, -0.177, 0.019, 0.105, 0.068, 0.116, 0.112, 0.123, 0.154], "smiles": "OCc1nc[nH]n1", "total_energy_ha": -356.77315, "lumo_energy_ev": 0.76, "homo_lumo_gap_ev": 10.67, "spin_multiplicity": 1}

# 15
{"formula": "C3H5N3OS", "method": "wB97M-V/def2-TZVPD", "symbols": ["H", "N", "C", "O", "N", "C", "C", "N", "S", "H", "H", "H", "H"], "positions_angstrom": [[-0.20, -2.44, 1.66], [-0.67, -2.05, 0.93], [0.05, -1.06, 0.52], [0.73, -0.19, 1.51], [1.94, 0.71, 0.85], [1.46, 1.24, -0.27], [0.03, 1.11, -0.43], [-0.28, -0.37, -0.69], [-1.67, -0.72, -1.64], [2.16, 1.74, -0.91], [-0.71, 1.40, 0.52], [-0.25, 1.66, -1.37], [-2.58, -1.05, -0.68]], "lowdin_charge": [0.004, 0.148, -0.438, -0.106, 0.165, -0.126, -0.238, -0.475, 0.779, 0.113, 0.194, 0.104, -0.124], "smiles": "[H]/N=C1\\ON=CCN1S", "total_energy_ha": -754.84443, "lumo_energy_ev": -0.10, "homo_lumo_gap_ev": 9.19, "spin_multiplicity": 1}

# 16
{"formula": "C3H5N3OS", "method": "wB97M-V/def2-TZVPD", "symbols": ["H", "N", "C", "N", "C", "S", "O", "N", "C", "H", "H", "H", "H"], "positions_angstrom": [[0.84, 0.72, -3.85], [0.86, -0.06, -2.94], [-0.24, 0.19, -2.27], [-0.39, -0.30, -0.89], [0.77, -0.25, -0.02], [2.17, -0.98, -0.57], [0.60, 0.07, 1.28], [-0.73, -0.04, 1.86], [-0.55, -0.07, 3.18], [-1.07, 0.90, -2.76], [-1.13, 0.03, -0.35], [0.40, -0.29, 3.75], [-1.53, 0.08, 3.56]], "lowdin_charge": [0.137, -0.019, -0.293, 0.011, -0.809, 0.678, -0.164, 0.032, 0.045, 0.145, 0.062, 0.117, 0.057], "smiles": "[H]/N=C/NC(=S)ON=C", "total_energy_ha": -754.84447, "lumo_energy_ev": -0.06, "homo_lumo_gap_ev": 7.90, "spin_multiplicity": 1}

# 17
{"formula": "C3H5N3OS", "method": "wB97M-V/def2-TZVPD", "symbols": ["N", "C", "C", "C", "O", "N", "S", "N", "H", "H", "H", "H", "H"], "positions_angstrom": [[0.34, -2.96, 0.53], [0.16, -1.73, 0.05], [-0.73, -1.24, -1.01], [-0.51, 0.20, -1.02], [-1.05, 1.06, -1.78], [0.08, 0.57, 0.25], [0.46, 2.19, 0.82], [0.71, -0.52, 0.76], [0.23, -3.64, -0.12], [1.19, -3.02, 1.11], [-1.41, -1.70, -1.79], [-0.73, 2.61, 1.31], [0.25, -0.79, 1.69]], "lowdin_charge": [0.141, -0.296, 0.049, -0.474, -0.036, -0.491, 0.797, -0.028, 0.071, 0.130, 0.125, -0.145, 0.157], "smiles": "Nc1cc(=O)n(S)[nH]1", "total_energy_ha": -754.92422, "lumo_energy_ev": 0.52, "homo_lumo_gap_ev": 9.14, "spin_multiplicity": 1}

# 18
{"formula": "C3H5N3OS", "method": "wB97M-V/def2-TZVPD", "symbols": ["H", "N", "C", "N", "N", "C", "C", "O", "S", "H", "H", "H", "H"], "positions_angstrom": [[2.59, -1.63, -0.26], [2.62, -0.58, -0.41], [1.51, -0.11, -0.09], [1.05, 1.25, -0.18], [-0.16, 1.70, 0.48], [-1.33, 1.23, -0.31], [-1.39, -0.31, -0.16], [-2.39, -1.01, -0.29], [0.08, -1.13, 0.40], [1.93, 1.87, 0.06], [-0.30, 1.47, 1.45], [-1.40, 1.55, -1.36], [-2.18, 1.43, 0.30]], "lowdin_charge": [0.069, 0.080, -0.720, -0.060, -0.099, -0.137, -0.683, -0.003, 1.021, 0.177, 0.107, 0.133, 0.113], "smiles": "[H]/N=C1/NNCC(=O)S1", "total_energy_ha": -754.94837, "lumo_energy_ev": 0.58, "homo_lumo_gap_ev": 10.19, "spin_multiplicity": 1}

# 19
{"formula": "C3H5N3OS", "method": "wB97M-V/def2-TZVPD", "symbols": ["H", "N", "C", "C", "O", "N", "C", "N", "S", "H", "H", "H", "H"], "positions_angstrom": [[1.50, 0.49, -2.58], [0.96, -0.36, -2.48], [0.30, -0.49, -1.40], [-0.39, -1.79, -1.35], [-1.18, -2.24, -0.51], [0.16, 0.54, -0.47], [-0.04, 0.63, 0.93], [-0.52, -0.48, 1.51], [0.36, 2.01, 1.70], [-0.21, -2.39, -2.25], [0.52, 1.42, -0.85], [-0.69, -0.40, 2.51], [-0.88, -1.26, 0.99]], "lowdin_charge": [0.070, 0.169, -0.377, -0.136, 0.035, 0.057, -0.947, 0.113, 0.631, 0.124, 0.110, 0.105, 0.047], "smiles": "[H]/N=C(/C=O)NC(N)=S", "total_energy_ha": -755.00390, "lumo_energy_ev": -0.89, "homo_lumo_gap_ev": 7.91, "spin_multiplicity": 1}

# 20
{"formula": "C3H5N3OS", "method": "wB97M-V/def2-TZVPD", "symbols": ["C", "C", "C", "H", "H", "H", "H", "H", "N", "N", "N", "O", "S"], "positions_angstrom": [[-0.60, 0.56, -0.16], [1.59, 0.04, 0.62], [-1.28, -0.80, -0.10], [-0.97, 2.54, -0.42], [-2.43, 1.38, -0.56], [2.24, 0.33, 1.52], [2.72, -1.46, 0.08], [1.17, -1.56, -0.60], [-1.42, 1.59, -0.49], [0.57, 0.83, 0.35], [1.91, -0.99, -0.15], [-0.55, -1.74, -0.52], [-2.95, -0.73, 0.43]], "lowdin_charge": [-0.371, -0.159, -0.848, 0.140, 0.056, 0.166, 0.073, 0.100, 0.124, 0.118, 0.175, -0.106, 0.532], "total_energy_ha": -754.98607, "lumo_energy_ev": -0.63, "homo_lumo_gap_ev": 7.31, "spin_multiplicity": 1}

Record order is preserved below.
Energy above the lowest of the compared OMol25 structures with the same formula, charge and spin: 381.7, 376.6, 424.3, 596.2, 413.8, 397.0, 190.5, 333.8, 399.7, 116.7, 409.4, 486.0, 430.4, 221.1, 511.0, 510.9, 301.5, 238.1, 92.3, 139.1 kJ/mol